1.
14
Properties=species:S:1:pos:R:3:forces:R:3 method="wB97M-V/def2-TZVPD" homo_ha=-0.5060 multiplicity=1 gap_ev=9.5 e_tot_ha=-328.13481 charge=+1
C 1.3479 -0.3038 -0.2740 -3.0 -0.8 0.2
C -1.5958 -0.5758 0.8512 0.6 1.5 -0.9
C -1.0874 0.1235 -0.3609 2.4 2.0 0.3
N 2.4900 -0.7104 -0.6428 1.0 -2.1 -1.8
N -0.7763 1.4363 -0.2947 -2.0 -1.8 -2.1
F 1.3348 0.3447 0.9304 1.4 -0.2 -0.9
H -1.7300 -1.6306 0.7052 1.0 -0.6 0.6
H -1.1808 -0.0620 1.7619 -0.4 -1.3 -0.6
H -2.6223 -0.2728 0.7738 -1.0 0.6 0.3
H -0.8369 -0.2892 -1.3506 -1.5 -0.1 0.3
H 3.2456 -0.4768 -0.0922 2.4 0.6 1.6
H -0.8949 2.0005 -1.1451 0.7 -0.4 0.6
H 2.7356 -1.4638 -1.3724 -1.3 2.0 1.2
H -0.4293 1.8802 0.5104 -0.2 0.6 1.3

=====

2.
17
Properties=species:S:1:pos:R:3:forces:R:3 method="wB97M-V/def2-TZVPD" homo_ha=-0.3114 multiplicity=1 gap_ev=9.3 e_tot_ha=-309.67155
C -0.2876 1.1228 1.1876 0.0 0.0 0.0
C -0.8019 -0.0868 0.4238 -0.1 0.1 0.1
C -1.2510 0.1058 -1.0517 -0.1 0.1 -0.1
C -0.3206 -1.0383 -1.4714 -0.2 -0.1 -0.2
O 0.9954 -0.5198 -1.8113 0.2 0.0 0.1
C 1.5167 -0.6625 -0.5936 -0.3 -0.1 -0.2
C 0.1942 -1.2050 -0.0355 0.1 -0.2 0.1
H 0.1307 0.8331 2.1575 -0.1 0.0 -0.1
H -1.1083 1.8269 1.3695 0.1 -0.1 0.0
H 0.4950 1.6513 0.6330 -0.1 -0.1 0.1
H -1.6053 -0.5645 0.9945 0.1 0.1 -0.1
H -2.3118 -0.0855 -1.2303 0.1 0.0 0.0
H -0.9756 1.0622 -1.5070 0.0 -0.1 0.1
H -0.6417 -1.8189 -2.1621 0.0 0.1 0.1
H 2.9459 0.9795 1.5673 0.0 0.0 0.0
H 2.7918 0.5294 0.9879 0.1 0.1 0.1
H 0.2340 -2.1296 0.5419 0.0 0.1 -0.1

=====

3.
50
Properties=species:S:1:pos:R:3:forces:R:3 method="wB97M-V/def2-TZVPD" homo_ha=-0.0186 multiplicity=1 gap_ev=2.5 e_tot_ha=-6497.10677 charge=-2
Zn 1.2265 -1.8049 -2.3421 -1.1 -1.1 1.7
Zn -1.4013 -0.7532 1.3775 0.2 -1.8 1.9
S 0.1307 0.5607 -0.2976 -1.0 -2.5 0.7
O -1.3058 0.3625 -0.2005 -3.5 1.1 -2.3
O 0.6691 -0.2840 -1.3687 0.5 2.8 -0.5
O 0.3699 1.9899 -0.4298 1.5 0.1 -0.7
O 0.4954 -0.0077 0.9827 2.8 1.1 0.9
S -0.2816 -3.4510 -0.0924 -1.4 -6.0 2.4
O -1.1067 -4.1684 -1.0356 -0.9 -0.7 -3.0
O -1.0493 -2.3545 0.3507 -2.9 4.6 0.9
O 0.0217 -4.3317 1.0139 1.6 0.6 -0.8
O 0.8790 -2.9005 -0.7886 4.1 0.9 -2.1
S -0.5975 -2.6165 4.0229 0.4 -5.6 2.3
O -0.8646 -3.9906 3.5899 -0.6 0.5 -0.4
O -0.8631 -1.6476 2.9815 -0.8 3.4 -3.2
O -1.4306 -2.2804 5.1387 -2.0 1.4 2.2
O 0.7934 -2.5486 4.4325 2.1 0.9 0.1
O 2.1398 -1.1586 2.6417 1.4 0.9 -0.8
H 1.7683 -1.8621 3.1739 -0.6 -0.7 1.1
H 1.4763 -0.9872 1.9734 0.1 -0.2 0.1
O 3.2385 -1.5912 -2.1947 0.7 -0.1 -0.3
H 3.7869 -1.2465 -2.8994 0.0 0.3 -0.2
H 3.8246 -2.1527 -1.6873 -0.2 -0.4 0.7
O -1.7301 0.9647 2.7045 -0.3 0.3 0.1
H -1.6339 0.6743 3.6115 0.2 -0.8 0.4
H -1.8027 1.9172 2.7639 0.0 0.3 -0.5
O -1.4723 2.9619 -1.8716 -0.9 0.5 -1.2
H -0.9221 3.4220 -2.5055 0.0 0.2 0.0
H -0.8666 2.6860 -1.1837 0.7 -0.4 0.4
O -0.6907 -1.9309 -3.0118 -0.2 0.2 -1.3
H -1.0828 -1.4335 -3.7295 0.0 0.3 -0.1
H -1.4086 -2.4622 -2.6676 -0.1 -1.0 1.2
O 0.1641 4.1192 1.1458 -0.8 1.4 0.0
H 0.1554 3.4645 0.4476 0.2 -0.2 0.2
H 0.5778 3.6752 1.8861 0.5 -0.5 0.1
O -3.4168 0.5921 -2.1324 -0.6 -0.4 -0.8
H -3.2443 1.4187 -2.5831 0.1 0.3 0.1
H -2.6556 0.4639 -1.5664 0.5 0.0 0.6
O 2.8536 2.0216 -1.4342 1.1 0.1 -0.8
H 1.9635 2.0196 -1.0821 -0.6 0.2 0.3
H 3.3355 1.4152 -0.8719 0.1 -0.1 0.2
O 1.7006 2.1568 2.3096 0.3 1.1 0.4
H 1.3080 1.4446 1.8047 -0.2 -0.8 -0.1
H 1.5753 1.9006 3.2233 0.1 -0.5 0.2
O 1.5900 -0.8095 -4.1986 0.1 0.0 -0.5
H 1.3162 0.1061 -4.2517 -0.2 0.5 0.4
H 2.2200 -0.9134 -4.9116 0.2 -0.3 -0.2
O -3.6039 2.9633 -0.1454 -0.7 0.1 0.4
H -3.3445 3.5526 0.5628 0.1 0.1 0.1
H -2.8043 2.8346 -0.6556 0.2 0.0 -0.3

=====

4.
63
Properties=species:S:1:pos:R:3:forces:R:3 method="wB97M-V/def2-TZVPD" homo_ha="-0.6552 / -0.6490" multiplicity=2 gap_ev="6.2 / 6.8" s_squared=1.150 e_tot_ha=-4261.43994 charge=+3
Re 0.0534 -0.0278 -0.1250 -0.5 0.1 -0.4
C 0.1741 3.0201 -1.9793 -0.1 0.0 0.0
C -0.2397 3.1604 -0.5491 0.1 0.1 -0.1
C -0.3901 4.4595 -0.0609 -0.1 0.0 0.0
C -0.8026 4.6887 1.2305 0.0 -0.1 0.0
C -1.1118 3.5871 2.0177 0.0 0.0 0.0
C -0.9390 2.3216 1.5061 -0.1 0.0 0.1
N -0.4527 2.0861 0.2478 0.2 -0.2 0.1
C -1.3010 1.1280 2.2864 0.0 0.0 0.0
C -1.8963 1.1502 3.5372 0.0 0.0 0.0
C -2.1918 -0.0517 4.1587 0.0 0.0 0.0
C -1.8951 -1.2478 3.5223 0.0 0.0 0.0
C -1.3124 -1.2108 2.2678 0.0 0.0 0.0
N -1.0272 -0.0389 1.6766 0.0 0.1 0.1
C -0.9623 -2.3967 1.4650 -0.1 0.0 0.1
C -1.2201 -3.6635 1.9338 0.0 0.0 0.0
C -0.8939 -4.7614 1.1496 0.0 0.0 0.0
C -0.3573 -4.5265 -0.0945 -0.1 0.0 0.0
C -0.1340 -3.2270 -0.5494 0.1 -0.1 -0.1
C 0.4141 -3.0861 -1.9327 0.0 0.1 0.0
N -0.3997 -2.1532 0.2380 0.1 0.1 0.1
H -0.0736 3.9340 -2.5147 0.0 0.0 0.0
H 1.2556 2.8805 -2.0712 0.0 0.0 0.0
H -0.3433 2.2038 -2.4746 0.0 0.2 0.1
H -0.1893 5.2839 -0.7305 0.0 0.0 0.0
H -0.9126 5.6943 1.6141 0.0 0.0 0.0
H -1.4854 3.7258 3.0201 0.0 0.0 0.0
H -2.1366 2.0815 4.0257 0.0 0.0 0.0
H -2.6568 -0.0578 5.1357 0.0 0.0 0.0
H -2.1293 -2.1829 4.0063 0.0 0.0 0.0
H -1.6699 -3.8074 2.9033 0.0 0.0 0.0
H -1.0743 -5.7688 1.5009 0.0 0.0 0.0
H -0.1149 -5.3489 -0.7523 0.0 0.0 0.0
H 0.3296 -4.0373 -2.4516 0.0 0.0 0.0
H -0.1334 -2.3479 -2.5126 0.0 0.0 0.0
H 1.4757 -2.8233 -1.9187 0.0 0.0 0.0
F -3.2313 0.1783 -6.0093 0.0 0.0 0.0
C -2.2295 0.1431 -5.1785 0.0 0.0 0.0
C -0.9245 0.1346 -5.6560 0.0 0.0 0.0
F -0.6995 0.1619 -6.9433 0.0 0.0 0.0
C 0.1364 0.0977 -4.7557 0.0 0.0 0.0
F 1.3729 0.0881 -5.2037 0.0 0.0 -0.1
C -0.0913 0.0618 -3.3821 -0.3 -0.2 0.2
Se 1.3288 0.0353 -2.1519 0.0 0.0 0.0
C -1.4199 0.0697 -2.9476 0.0 -0.1 -0.2
F -1.6938 0.0496 -1.5836 0.3 0.0 0.1
C -2.4908 0.1121 -3.7997 0.0 0.0 0.0
F -3.7279 0.1224 -3.3570 0.0 0.0 0.0
C 2.6503 -2.0184 2.1636 0.0 0.0 0.0
C 2.7212 -1.1569 0.9309 0.0 0.1 -0.1
O 1.7635 -0.0214 0.9886 0.1 -0.2 0.2
C 2.2752 1.0988 1.8150 0.0 0.0 0.0
C 2.9915 2.1093 0.9585 0.0 0.0 0.1
H 3.3921 -2.8125 2.0654 0.0 0.0 0.0
H 1.6723 -2.4846 2.2698 -0.1 0.0 0.0
H 2.8883 -1.4705 3.0742 0.0 0.0 0.0
H 2.4459 -1.7115 0.0353 0.0 0.0 0.0
H 3.7035 -0.7107 0.7779 0.0 0.0 0.0
H 2.9447 0.6481 2.5440 0.0 0.0 0.0
H 1.4170 1.5013 2.3457 0.0 0.0 0.0
H 3.8578 1.6708 0.4630 0.0 0.0 0.0
H 3.3578 2.9134 1.5984 0.0 0.0 0.0
H 2.3335 2.5503 0.2116 0.0 0.0 0.0

=====

5.
100
Properties=species:S:1:pos:R:3:forces:R:3 method="wB97M-V/def2-TZVPD" homo_ha=-0.3778 multiplicity=1 gap_ev=7.8 e_tot_ha=-3186.93857 charge=+1
C -2.2105 -2.6699 -0.0977 -1.1 0.4 -6.8
C -2.3992 -2.5116 -1.4025 0.9 -2.4 6.2
C -2.6578 -2.8164 -2.9609 -0.4 1.3 0.6
C -1.3906 -2.5280 -3.9231 -0.4 -0.2 -0.1
C 0.0511 -2.8703 -3.2799 -0.9 -1.8 -1.6
N 0.8553 -1.5620 -3.1933 -0.8 -0.5 4.2
P 1.7179 -1.4080 -4.7695 0.8 -0.6 -5.2
O 1.3336 0.1551 -5.3570 0.4 -2.0 2.1
O 3.4082 -1.6700 -4.6314 -2.2 3.3 0.0
C 1.7316 -1.5907 -1.9752 2.6 0.0 3.5
F 0.9549 -1.6795 -0.7341 1.2 0.0 -3.6
F 2.5358 -2.8064 -1.9976 -2.4 2.7 -0.4
C 2.7156 -0.3303 -1.7943 0.2 0.0 0.6
C 2.1536 1.0748 -2.3637 0.9 -0.6 -1.3
Si 2.4573 2.5875 -1.2009 -1.1 1.3 0.5
C 0.8928 2.6560 -0.0320 -0.1 -0.2 -0.5
C 4.1079 2.5262 -0.2322 0.5 0.0 1.1
C 2.2907 4.1560 -2.3472 0.4 2.3 -2.8
C 3.1683 4.0857 -3.6926 -2.1 3.4 0.0
C 3.1229 5.2493 -4.7658 -2.7 -0.2 4.2
C 2.1564 6.4739 -4.4414 0.2 -2.3 2.3
C 1.3076 6.5660 -3.0963 1.9 -3.2 -0.4
C 1.3633 5.3911 -2.0321 2.5 -0.5 -3.8
H -2.1031 -2.8887 1.0377 -0.2 0.8 -2.7
H -3.0664 -3.8710 -3.1695 0.8 1.5 0.9
H -3.4997 -2.0795 -3.2957 1.5 -1.4 0.6
H -1.4955 -1.4303 -4.3125 0.6 -2.2 1.1
H -1.5281 -3.1963 -4.8709 0.3 1.3 1.7
H 0.0225 -3.4447 -2.2857 0.0 1.4 -1.3
H 0.5990 -3.5514 -4.0527 -0.8 1.3 1.6
H 0.1252 -0.8227 -3.0250 1.0 -0.3 -0.1
H 0.3572 0.3355 -5.1778 1.1 0.3 -0.3
H 3.8280 -0.7932 -4.8834 0.0 -1.2 0.5
H 2.9152 -0.2378 -0.6463 -0.6 -0.5 -2.0
H 3.7565 -0.5837 -2.2546 -2.1 0.3 0.7
H 2.7589 1.3025 -3.3379 -1.4 -0.4 1.5
H 1.0346 1.0881 -2.6313 1.6 -0.1 0.4
H 1.1092 3.2228 0.9459 -0.6 -0.9 -1.6
H 0.0573 3.1423 -0.6779 1.3 -0.7 1.3
H 0.5770 1.5680 0.1754 0.4 1.6 0.0
H 4.8510 1.7522 -0.6651 -1.0 1.4 0.7
H 4.5842 3.5897 -0.1454 -0.7 -2.0 -0.4
H 3.8500 2.2347 0.8708 0.5 0.3 -2.0
H 3.8500 3.1719 -3.9327 -1.4 1.8 0.7
H 3.7393 5.1545 -5.7282 -1.2 0.4 1.7
H 2.0693 7.3374 -5.2021 0.2 -1.6 1.5
H 0.5991 7.4518 -2.8618 1.5 -1.6 -0.7
H 0.7547 5.3678 -1.0495 1.1 0.3 -2.0
C -0.2677 -1.0899 4.4895 0.4 -0.4 0.1
C 0.2643 0.3263 4.5033 -0.8 -1.2 0.4
C -0.6212 1.3071 3.7950 -0.7 0.2 0.2
O 0.3027 2.2912 3.3479 0.9 -0.1 -0.2
C 1.5041 1.6620 3.2071 0.8 0.2 -0.3
O 2.4637 2.1435 2.6613 -1.0 -0.4 0.6
O 1.4771 0.4180 3.7607 0.3 1.1 -0.6
H 0.3872 -1.7444 5.0725 -0.1 0.1 0.0
H -1.2750 -1.1411 4.9120 0.4 0.1 -0.1
H -0.2868 -1.4949 3.4722 0.0 0.2 0.0
H 0.4706 0.6428 5.5317 0.0 0.1 -0.1
H -1.3630 1.7515 4.4619 0.1 0.1 -0.1
H -1.1325 0.8867 2.9231 0.1 -0.1 0.1
C 3.6576 -6.2424 4.8928 0.4 -0.1 0.2
C 2.5960 -5.6643 5.8044 0.6 -0.8 -0.7
C 1.5576 -4.8585 5.0815 -0.6 -0.2 -0.4
O 1.1443 -3.9259 6.0709 0.4 0.1 0.4
C 2.2005 -3.7679 6.9215 0.2 1.1 1.2
O 2.2735 -2.9108 7.7599 -0.1 -1.0 -1.0
O 3.1617 -4.7076 6.6932 -0.6 0.6 0.2
H 4.3473 -6.8681 5.4663 -0.1 0.0 -0.1
H 3.2138 -6.8514 4.1010 0.0 0.0 0.1
H 4.2605 -5.4507 4.4380 -0.2 0.0 0.0
H 2.1397 -6.4589 6.4054 -0.1 0.1 0.0
H 0.7136 -5.4697 4.7541 0.0 0.2 0.1
H 1.9508 -4.3049 4.2227 0.2 -0.1 0.0
C -3.9993 0.2410 -8.8610 0.0 0.5 -0.1
C -2.7351 0.0086 -8.0615 -0.9 -0.2 -1.1
C -2.8775 -1.0483 -7.0078 -0.3 -0.9 -0.3
O -1.9344 -0.6340 -6.0256 0.3 1.2 -0.2
C -1.8070 0.7191 -6.1561 -0.2 1.0 -0.3
O -1.2399 1.4279 -5.3607 -0.1 -1.1 -0.5
O -2.4030 1.1632 -7.2938 0.8 -0.3 1.4
H -3.8163 0.9746 -9.6510 0.0 -0.2 0.0
H -4.3541 -0.6840 -9.3223 0.1 0.1 0.1
H -4.7939 0.6530 -8.2317 0.1 -0.2 0.1
H -1.8964 -0.2054 -8.7333 0.0 0.0 0.1
H -2.6296 -2.0434 -7.3832 0.1 0.1 0.2
H -3.8699 -1.0787 -6.5474 0.0 0.1 -0.1
C -4.3254 2.3413 8.8711 0.4 -0.1 0.3
C -3.9776 2.0545 7.4258 -0.3 0.7 1.1
C -5.1756 1.8173 6.5556 -0.6 0.5 -0.2
O -4.6611 0.9538 5.5500 0.7 -0.6 0.1
C -3.6155 0.2823 6.1110 0.4 -0.8 -0.3
O -3.0709 -0.6680 5.6107 -0.8 1.1 0.5
O -3.2687 0.8244 7.3118 -0.1 -0.5 -1.0
H -3.4187 2.5663 9.4397 -0.1 0.1 -0.1
H -5.0072 3.1912 8.9552 0.1 -0.1 -0.1
H -4.7828 1.4689 9.3472 -0.1 0.1 -0.2
H -3.3420 2.8517 7.0241 -0.1 -0.1 -0.1
H -5.5542 2.7406 6.1120 0.1 -0.2 -0.1
H -5.9961 1.3059 7.0683 0.1 0.0 0.1